{"formula": "C72H79ClN15O3S", "method": "wB97M-V/def2-TZVPD", "elements": ["C", "C", "C", "Cl", "N", "N", "C", "C", "C", "C", "N", "C", "C", "C", "C", "C", "S", "O", "O", "O", "H", "H", "H", "H", "H", "H", "H", "H", "H", "H", "H", "H", "H", "H", "H", "H", "H", "H", "H", "N", "C", "C", "C", "C", "C", "H", "H", "H", "H", "H", "N", "C", "C", "C", "C", "C", "H", "H", "H", "H", "H", "N", "C", "C", "C", "C", "C", "H", "H", "H", "H", "H", "N", "C", "C", "C", "C", "C", "H", "H", "H", "H", "H", "N", "C", "C", "C", "C", "C", "H", "H", "H", "H", "H", "N", "C", "C", "C", "C", "C", "H", "H", "H", "H", "H", "N", "C", "C", "C", "C", "C", "H", "H", "H", "H", "H", "N", "C", "C", "C", "C", "C", "H", "H", "H", "H", "H", "N", "C", "C", "C", "C", "C", "H", "H", "H", "H", "H", "N", "C", "C", "C", "C", "C", "H", "H", "H", "H", "H", "N", "C", "C", "C", "C", "C", "H", "H", "H", "H", "H", "N", "C", "C", "C", "C", "C", "H", "H", "H", "H", "H"], "xyz": [[4.101847, -4.148661, -0.274329], [3.042349, -3.163574, 0.239596], [1.894474, -3.066425, -0.751900], [1.087536, -4.635410, -0.894139], [0.889771, -2.029540, -0.383525], [0.937017, -1.638809, 0.899860], [0.068607, -0.729485, 1.240265], [-0.847560, -0.113401, 0.363912], [-1.769172, 0.938917, 0.891126], [-2.376597, 0.481854, 2.211165], [-3.191625, -0.477058, 2.296873], [-0.857137, -0.534966, -0.935127], [0.039720, -1.551071, -1.287721], [-0.057108, -2.045669, -2.699341], [-1.459820, -2.639167, -2.951602], [-1.997974, -3.572692, -1.860795], [-3.604170, -3.011350, -1.300323], [-4.640567, -3.559708, -2.099362], [-3.553536, -1.591019, -1.122070], [-3.725514, -3.679257, 0.144972], [4.328733, -4.007789, -1.330517], [3.785285, -5.162430, -0.055883], [5.000312, -3.967029, 0.311729], [2.647639, -3.569650, 1.168438], [3.464914, -2.181473, 0.437373], [2.323688, -2.766382, -1.703138], [0.084554, -0.432557, 2.283443], [-2.589421, 1.112741, 0.193837], [-1.239234, 1.889025, 0.980338], [-2.065636, 1.041397, 3.090552], [-3.398970, -0.873271, 1.374923], [-1.523821, -0.126239, -1.676930], [-0.017823, -1.139583, -3.315400], [0.761761, -2.675431, -3.031996], [-1.483018, -3.096654, -3.935302], [-2.126530, -1.779714, -3.010978], [-1.374109, -3.644083, -0.974090], [-2.169562, -4.568247, -2.263736], [-2.871557, -4.009773, 0.451459], [0.403252, 1.290506, 4.539267], [1.134960, 0.219770, 4.853149], [1.161440, -0.345534, 6.118806], [0.391233, 0.229340, 7.114358], [-0.373173, 1.343879, 6.811932], [-0.330184, 1.831944, 5.515049], [1.731867, -0.202135, 4.049983], [1.769354, -1.215681, 6.326845], [0.391066, -0.190882, 8.110312], [-0.986245, 1.817640, 7.560047], [-0.915297, 2.702325, 5.235097], [4.139163, -0.401592, 2.836252], [3.425496, 0.298404, 1.957380], [3.577082, 1.659266, 1.745995], [4.525150, 2.336934, 2.496424], [5.275209, 1.625036, 3.417838], [5.046310, 0.262590, 3.548668], [2.696691, -0.275515, 1.400000], [2.966274, 2.175259, 1.016902], [4.675283, 3.400625, 2.366599], [6.024483, 2.113261, 4.025212], [5.615299, -0.328647, 4.257382], [2.746494, -1.934475, 8.753484], [3.852999, -1.195549, 8.698641], [5.062211, -1.581586, 9.256120], [5.126480, -2.801826, 9.909338], [3.983561, -3.582060, 9.976055], [2.824265, -3.105358, 9.383501], [3.759892, -0.245882, 8.181248], [5.929267, -0.940063, 9.180057], [6.051316, -3.138761, 10.359217], [3.987517, -4.540376, 10.476524], [1.909616, -3.687349, 9.412300], [-2.287001, 0.397310, 9.116603], [-1.809360, -0.178441, 10.219868], [-2.574371, -0.437258, 11.346270], [-3.911962, -0.076785, 11.331244], [-4.425708, 0.523622, 10.193671], [-3.575108, 0.735517, 9.119857], [-0.757728, -0.446101, 10.199324], [-2.130730, -0.909372, 12.211847], [-4.542971, -0.261199, 12.190831], [-5.463500, 0.821192, 10.136754], [-3.942066, 1.199166, 8.209715], [-0.304257, 1.260968, -3.735825], [-1.054584, 1.988256, -4.563991], [-0.863160, 3.349740, -4.752645], [0.153792, 3.986762, -4.056759], [0.948760, 3.238118, -3.200872], [0.669778, 1.890341, -3.080560], [-1.837968, 1.445830, -5.083249], [-1.504686, 3.898930, -5.428301], [0.320023, 5.050193, -4.174391], [1.747058, 3.692441, -2.630418], [1.257917, 1.266948, -2.409969], [-2.886580, 0.061583, -6.715538], [-4.205489, -0.111844, -6.794673], [-4.844242, -0.642968, -7.904414], [-4.073126, -1.011757, -8.994651], [-2.700030, -0.836269, -8.929094], [-2.158966, -0.299328, -7.771501], [-4.774974, 0.191658, -5.922921], [-5.918632, -0.762272, -7.911477], [-4.534324, -1.427948, -9.880724], [-2.060072, -1.107938, -9.757142], [-1.088339, -0.147317, -7.680278], [3.379214, -4.312800, -5.098935], [2.125248, -4.522477, -4.706062], [1.043865, -4.580240, -5.571438], [1.277802, -4.411413, -6.927593], [2.577229, -4.193780, -7.353835], [3.588510, -4.154400, -6.403647], [1.987736, -4.645567, -3.637293], [0.045492, -4.759134, -5.193333], [0.462551, -4.451551, -7.638277], [2.806959, -4.057771, -8.401386], [4.618229, -3.988759, -6.699190], [0.094659, 7.486009, -3.897528], [-0.652760, 7.521472, -2.797126], [-1.782615, 8.306024, -2.661506], [-2.157889, 9.112161, -3.725647], [-1.381231, 9.098224, -4.874596], [-0.270058, 8.266381, -4.914296], [-0.329078, 6.877985, -1.984850], [-2.354290, 8.281117, -1.743447], [-3.039005, 9.737588, -3.661869], [-1.632926, 9.709091, -5.730273], [0.349054, 8.219333, -5.803734], [4.410951, -7.346679, 0.449628], [3.899324, -8.268911, -0.364110], [4.421634, -9.544383, -0.507484], [5.542350, -9.883147, 0.233366], [6.089541, -8.935445, 1.082690], [5.488129, -7.688649, 1.154402], [3.024685, -7.965279, -0.930584], [3.961178, -10.251811, -1.183037], [5.981826, -10.868438, 0.149743], [6.964236, -9.155399, 1.678665], [5.886093, -6.921247, 1.809686], [1.464840, 8.865499, -8.423198], [1.747670, 9.927847, -9.174528], [3.014383, 10.208160, -9.663818], [4.047554, 9.339026, -9.354369], [3.770938, 8.229269, -8.572522], [2.469047, 8.039312, -8.135699], [0.913757, 10.585345, -9.393967], [3.183496, 11.086131, -10.271628], [5.050757, 9.523205, -9.716188], [4.546167, 7.524461, -8.305329], [2.213532, 7.180630, -7.523219], [-5.284652, -4.339391, 5.812341], [-6.171751, -4.869731, 4.973249], [-6.223425, -4.571029, 3.619625], [-5.302500, -3.670140, 3.108639], [-4.373949, -3.105742, 3.969409], [-4.408057, -3.474977, 5.306620], [-6.875616, -5.568490, 5.411995], [-6.966542, -5.034215, 2.984947], [-5.313425, -3.408784, 2.059528], [-3.643621, -2.388573, 3.617851], [-3.699311, -3.055522, 6.012774], [-3.059616, 4.185288, -0.567788], [-3.806069, 4.185236, 0.535860], [-4.972057, 4.921263, 0.678560], [-5.388944, 5.706179, -0.384177], [-4.625102, 5.720208, -1.539991], [-3.476150, 4.945622, -1.581253], [-3.448163, 3.561939, 1.349214], [-5.536887, 4.878643, 1.599449], [-6.293550, 6.295861, -0.312761], [-4.911280, 6.317794, -2.394714], [-2.852199, 4.928387, -2.468922]], "forces_ev_per_angstrom": [[-0.199, 0.537, 0.466], [-0.190, -0.647, -0.042], [0.746, 0.515, 0.468], [-0.121, -0.106, -0.154], [0.251, -0.189, 0.209], [-0.529, -0.129, -0.658], [0.097, 0.077, 0.432], [-0.246, 0.311, -0.118], [-0.312, -0.011, -0.012], [0.054, 0.298, -0.311], [0.026, 0.099, 0.166], [0.441, -0.158, 0.563], [-0.249, 0.249, -0.727], [0.107, 0.157, -0.202], [0.040, 0.507, 0.213], [-0.395, -0.229, -0.379], [-0.187, 0.026, -0.019], [-0.076, -0.149, -0.176], [0.133, 0.226, 0.279], [0.125, -0.069, -0.209], [0.047, -0.078, -0.063], [0.122, -0.152, -0.290], [0.172, -0.091, -0.120], [0.029, 0.289, 0.211], [-0.072, 0.135, -0.086], [-0.288, -0.211, -0.269], [0.155, -0.016, 0.048], [0.084, -0.020, -0.192], [0.102, -0.011, 0.130], [-0.083, -0.202, 0.235], [-0.010, -0.010, -0.024], [0.023, 0.047, -0.061], [0.108, 0.042, -0.033], [-0.104, -0.251, 0.217], [0.039, -0.185, 0.010], [-0.100, -0.024, -0.152], [0.196, 0.043, -0.070], [0.061, -0.166, 0.224], [-0.033, -0.022, 0.230], [-0.090, -0.126, -0.134], [-0.050, 0.041, -0.043], [0.065, -0.037, -0.048], [-0.016, -0.011, 0.101], [0.154, 0.124, -0.254], [0.020, 0.018, -0.062], [0.040, -0.026, 0.065], [0.006, 0.004, 0.007], [0.000, -0.024, 0.004], [-0.057, -0.027, 0.037], [0.000, 0.011, 0.037], [0.022, -0.005, -0.034], [0.105, 0.035, -0.014], [0.007, -0.007, 0.032], [0.001, 0.021, 0.014], [-0.027, 0.006, -0.020], [-0.007, -0.056, 0.030], [0.046, 0.114, -0.024], [-0.009, -0.005, 0.005], [0.000, 0.002, 0.003], [0.008, -0.010, 0.008], [0.015, 0.030, 0.014], [-0.001, -0.006, -0.004], [-0.052, 0.042, -0.030], [-0.002, -0.020, 0.007], [0.016, -0.009, 0.007], [0.020, 0.019, -0.004], [-0.060, 0.010, -0.020], [0.032, 0.005, 0.003], [-0.006, 0.014, 0.000], [0.000, 0.000, 0.002], [-0.014, -0.005, -0.002], [0.017, -0.024, 0.020], [-0.082, -0.068, 0.248], [0.031, 0.010, -0.056], [-0.022, 0.005, -0.002], [-0.013, -0.004, 0.017], [0.012, -0.015, 0.017], [0.025, 0.019, -0.103], [-0.002, -0.016, 0.031], [0.016, 0.000, -0.004], [-0.001, -0.001, 0.001], [-0.001, 0.002, -0.017], [-0.034, 0.003, 0.022], [0.032, -0.103, 0.128], [-0.158, -0.049, 0.000], [0.078, -0.010, 0.083], [-0.031, 0.098, -0.077], [-0.167, 0.039, -0.047], [0.131, -0.218, 0.191], [0.029, 0.068, -0.078], [0.000, -0.005, -0.018], [0.033, 0.049, -0.003], [0.022, -0.013, -0.023], [0.067, 0.055, -0.003], [-0.068, -0.063, -0.029], [0.021, 0.022, 0.061], [0.016, -0.005, -0.020], [-0.008, -0.010, -0.014], [-0.022, -0.012, 0.009], [0.062, 0.023, 0.059], [-0.031, -0.014, -0.017], [-0.004, 0.008, 0.012], [-0.001, 0.002, -0.002], [0.013, 0.008, 0.002], [0.002, 0.000, -0.036], [-0.029, 0.052, -0.003], [0.037, 0.061, 0.016], [0.007, 0.021, 0.003], [-0.016, 0.007, -0.023], [-0.024, -0.005, 0.023], [0.057, -0.003, 0.023], [-0.067, -0.106, 0.047], [0.005, -0.028, 0.004], [-0.002, -0.003, 0.000], [0.017, -0.003, -0.001], [-0.012, 0.004, -0.035], [0.041, -0.042, -0.092], [0.106, -0.142, 0.052], [-0.153, 0.101, 0.025], [0.064, -0.011, -0.067], [-0.051, -0.037, 0.051], [-0.006, -0.005, -0.013], [-0.037, 0.006, 0.021], [0.002, 0.009, 0.006], [0.011, 0.016, 0.005], [0.021, -0.002, -0.014], [-0.025, 0.060, -0.019], [0.001, -0.194, 0.004], [-0.036, 0.064, 0.002], [0.020, -0.004, 0.008], [0.008, -0.017, -0.001], [-0.011, -0.015, -0.018], [-0.023, 0.085, 0.028], [0.000, -0.036, -0.014], [-0.009, 0.008, -0.007], [0.000, -0.002, 0.000], [0.002, 0.013, 0.009], [0.028, -0.025, 0.010], [0.040, -0.012, 0.056], [-0.080, 0.002, 0.015], [0.014, -0.019, 0.005], [0.020, 0.003, -0.008], [0.000, 0.014, -0.013], [-0.057, -0.015, 0.019], [0.024, 0.021, -0.021], [-0.014, 0.008, 0.002], [0.001, 0.001, 0.000], [-0.008, -0.011, 0.007], [0.041, -0.010, 0.001], [-0.014, 0.008, -0.019], [-0.001, -0.022, 0.053], [0.029, 0.002, 0.005], [-0.032, 0.017, 0.046], [0.090, -0.071, 0.000], [-0.012, -0.040, 0.041], [-0.014, -0.008, -0.034], [-0.017, -0.004, 0.012], [-0.018, 0.014, -0.011], [-0.102, 0.007, 0.056], [0.017, 0.024, -0.023], [-0.061, -0.016, 0.025], [0.050, -0.015, -0.042], [-0.003, 0.003, 0.007], [-0.016, 0.015, -0.004], [-0.004, 0.001, 0.033], [0.148, -0.090, -0.033], [-0.040, 0.014, 0.044], [0.009, -0.009, 0.009], [-0.002, -0.003, 0.002], [0.017, -0.006, -0.012], [-0.022, 0.031, -0.014]], "energy_ha": -4696.1414, "charge": 1, "mol_weight_g_mol": 1270.0, "e_homo_ev": -10.703, "gap_ev": 7.238}